# 1
19
Properties=species:S:1:pos:R:3:lowdin_charge:R:1 method="wB97M-V/def2-TZVPD" total_energy_ev=-19768.0039 gap_ev="6.99 / 7.45" charge=-1 molar_mass_g_mol=195.15
C -1.04558 -0.66056 0.99592 -0.125
C -1.43522 -0.16940 -0.21346 -0.144
C 0.29620 -1.04239 1.12070 -0.089
C -0.59936 0.16494 -1.25057 0.021
C 1.23810 -0.83002 0.08804 -0.035
C 0.81902 -0.36002 -1.19779 -0.150
C 2.90324 1.91884 -1.35269 -0.295
C 1.76921 -0.15969 -2.16317 -0.317
N 3.36886 1.90615 -0.13969 -0.033
N 3.11435 2.89731 -2.20114 -0.046
N 3.91742 3.13198 -0.18539 -0.149
N 3.82505 3.62586 -1.40146 -0.182
F 2.93204 -0.92900 -2.08567 0.028
F 1.53974 0.13527 -3.46369 0.075
H -1.81999 -0.99482 1.66683 0.089
H -2.44800 -0.08407 -0.35463 0.070
H 0.69622 -1.37937 2.13186 0.115
H -0.92669 0.43222 -2.20976 0.082
H 2.22034 -0.81342 0.46004 0.085

# 2
16
Properties=species:S:1:pos:R:3:lowdin_charge:R:1 method="wB97M-V/def2-TZVPD" total_energy_ev=-22747.3077 gap_ev=8.78 molar_mass_g_mol=163.20 e_above_lowest_kcal_mol=22.9
C 3.06553 0.08932 -0.24363 -0.231
C 1.59324 0.07075 -0.24149 -0.434
C 0.77206 1.17601 -0.16268 0.018
C -0.60479 0.73123 -0.06492 -0.278
C -1.78079 1.59904 -0.07344 0.031
C -2.97372 0.91358 0.05072 -0.132
C -2.07228 -1.19091 0.09097 -0.095
C -0.76236 -0.52704 -0.08143 -0.451
H 3.55310 -0.50412 -0.96643 0.100
H 1.09754 2.07508 -0.24850 0.064
H -1.80442 2.63703 -0.00426 0.088
H -4.04476 1.30270 -0.02163 0.125
H -1.97382 -2.10852 0.31437 0.036
N -3.13630 -0.45431 0.16437 0.058
O 3.74217 0.80040 0.53999 0.037
S 0.73548 -1.48732 -0.01179 1.064

# 3
14
Properties=species:S:1:pos:R:3:lowdin_charge:R:1 method="wB97M-V/def2-TZVPD" total_energy_ev=-8383.8703 gap_ev=6.88 molar_mass_g_mol=102.14 e_above_lowest_kcal_mol=123.7
C 0.56199 0.49379 -2.85148 -0.034
C -0.52547 -0.05838 -3.39986 0.018
C -1.46618 -1.15205 -1.59711 -0.164
C -0.52655 -0.88549 -0.68159 -0.046
C -1.55157 -0.81857 -3.02998 0.019
C 1.29967 0.60558 -1.84510 0.032
C 0.88172 -0.17082 -0.60765 -0.350
C 1.16718 0.82616 0.53376 -0.096
H -2.51280 -1.54036 -1.34926 0.112
H -0.77347 -0.99570 0.36670 0.102
H 1.64874 -1.08101 -0.57984 0.164
H 1.72509 1.78713 0.23624 0.103
H 1.89212 0.30789 1.16282 0.063
H 0.31764 0.98385 1.21985 0.076

# 4
58
Properties=species:S:1:pos:R:3:lowdin_charge:R:1 method="wB97M-V/def2-TZVPD" total_energy_ev=-141741.5229 gap_ev=9.05 charge=-3 molar_mass_g_mol=911.82
Be 0.07768 0.70900 -1.28933 0.935
B -3.12564 0.56267 -2.28078 -1.284
F -1.80846 0.68740 -2.75954 0.102
F -3.13256 0.20766 -0.91781 0.093
F -3.74503 1.82239 -2.43342 0.092
F -3.80529 -0.35720 -3.07822 0.093
B -1.91338 3.34235 0.46327 -1.234
F -0.95826 4.17940 1.15686 0.042
F -2.65029 4.13878 -0.41975 0.115
F -1.27919 2.31327 -0.26188 0.105
F -2.66478 2.72250 1.45399 0.115
B 0.67436 3.22979 -3.27996 -1.307
F 0.87401 3.17736 -4.67075 0.083
F -0.66703 3.05679 -2.97595 0.141
F 1.41068 2.20865 -2.66960 0.094
F 1.16335 4.46953 -2.83358 0.087
C 0.16741 -0.12186 3.69174 -0.643
F 1.47220 -0.28737 3.67893 0.147
F -0.27950 -0.77410 4.79989 0.081
F -0.17760 1.13705 3.72680 0.170
S -0.63659 -1.01564 2.13455 0.665
O -0.52965 0.00178 1.10877 -0.335
O 0.06836 -2.25627 1.89112 -0.307
N -2.28913 -1.14010 2.50814 -0.254
S -2.60427 -2.49646 3.30324 0.568
O -3.41149 -3.38813 2.49073 -0.330
O -1.55467 -3.17261 4.03517 -0.341
C -3.74396 -1.97728 4.74453 -0.679
F -4.70229 -1.18484 4.25276 0.118
F -4.29512 -3.05857 5.28855 0.120
F -3.04829 -1.32059 5.66430 0.125
C 4.46134 -0.47833 -0.95531 -0.646
F 5.34846 -1.44878 -1.09263 0.127
F 4.77969 0.30735 0.07762 0.124
F 4.54679 0.28532 -2.06015 0.118
S 2.74143 -1.25365 -0.64914 0.651
O 2.89788 -2.66479 -0.55174 -0.271
O 2.17531 -0.57720 0.48772 -0.327
N 1.80708 -0.66482 -1.98189 -0.283
S 2.14587 -1.67234 -3.18283 0.589
O 3.51985 -2.15003 -3.11589 -0.323
O 1.17392 -2.73137 -3.22438 -0.288
C 2.02733 -0.56549 -4.71090 -0.659
F 3.04240 0.27558 -4.74621 0.163
F 1.98693 -1.34771 -5.78658 0.127
F 0.85538 0.08979 -4.69705 0.144
C -1.07044 -4.08082 -0.24435 -0.040
C -0.91895 -2.74703 -0.80787 -0.220
N -0.89942 -1.68333 -1.22439 0.220
H -1.25373 -4.76449 -1.07501 0.080
H -1.89981 -4.02149 0.46208 0.070
H -0.19827 -4.46750 0.27778 0.083
C 1.68961 3.81934 2.38144 -0.056
C 1.53473 2.89460 1.25082 -0.198
N 1.44060 2.22886 0.32821 0.221
H 1.04895 3.42306 3.17496 0.071
H 1.46097 4.87554 2.29489 0.080
H 2.67050 3.70437 2.84805 0.069

# 5
33
Properties=species:S:1:pos:R:3:lowdin_charge:R:1 method="wB97M-V/def2-TZVPD" total_energy_ev=-70676.6793 gap_ev=8.76 molar_mass_g_mol=458.86
O 4.21116 -2.97978 0.53357 0.179
B 4.89326 -1.76946 0.52269 -0.763
O 6.18939 -1.66038 0.14560 0.226
O 4.26275 -0.61821 1.01693 0.206
C 2.97003 -0.46894 0.69651 -0.362
N 2.69470 -0.19481 -0.58013 0.175
N 1.43170 -0.05238 -0.89535 0.158
C 0.55152 -0.18034 0.08929 -0.223
C -0.92209 -0.04629 -0.28958 -0.382
F -1.02503 0.83646 -1.29799 0.129
F -1.63382 0.43228 0.75376 0.133
C -1.54991 -1.40328 -0.77652 -0.338
F -2.36364 -1.13614 -1.81538 0.160
F -0.56547 -2.21235 -1.22001 0.146
C -2.43806 -2.20535 0.22904 -0.347
F -2.80468 -3.31875 -0.44100 0.159
F -3.53820 -1.49549 0.50995 0.170
C -1.79670 -2.68692 1.56487 -0.553
F -1.75842 -1.71223 2.46317 0.184
F -2.53089 -3.68189 2.05578 0.189
F -0.55639 -3.14012 1.34810 0.173
N 0.82606 -0.42240 1.36584 0.151
N 2.08343 -0.57380 1.68998 0.186
H 3.81117 -3.23479 -0.30757 0.118
H 6.48862 -2.45132 -0.32207 0.123
Cl -2.72494 6.45785 -1.51763 0.537
C -2.79493 4.70668 -1.19278 -0.666
C -1.58284 4.21790 -0.44299 -0.665
Cl -0.10481 4.28487 -1.43776 0.540
H -2.89985 4.19636 -2.14662 0.068
H -3.68759 4.52783 -0.59588 0.073
H -1.72903 3.17724 -0.15839 0.049
H -1.40653 4.80797 0.45258 0.069

# 6
20
Properties=species:S:1:pos:R:3:lowdin_charge:R:1 method="wB97M-V/def2-TZVPD" total_energy_ev=-18753.1180 gap_ev=9.72 molar_mass_g_mol=190.95 e_above_lowest_kcal_mol=9.6
O 3.81874 0.00438 -0.39457 0.125
C 2.68174 -0.33293 -0.21146 -0.383
N 2.23317 -1.65161 -0.05339 0.188
C 0.83944 -1.74602 -0.14109 -0.370
O 0.20537 -2.75083 -0.31298 0.148
C 0.35019 -0.34154 -0.04612 -0.049
C -0.95128 0.11863 0.08169 -0.013
B -2.17269 -0.89728 0.14233 -0.588
O -2.89988 -1.13181 -1.01141 0.166
O -2.48037 -1.58543 1.28466 0.189
C -1.09463 1.51199 0.12078 -0.021
C 0.00463 2.37104 0.03501 -0.050
C 1.30150 1.87729 -0.07740 0.009
C 1.44754 0.50540 -0.11365 -0.078
H 2.82651 -2.43833 -0.26781 0.166
H -3.46967 -0.39018 -1.23456 0.107
H -2.56425 -1.04649 2.07497 0.111
H -2.08309 1.94806 0.21230 0.114
H -0.15213 3.44173 0.05377 0.107
H 2.15917 2.53393 -0.14106 0.124